Entry 1:
Formula: C5H11NO3
Source: the OMol25 dataset
Level of theory: wB97M-V/def2-TZVPD

Geometry (Å):
C (0.019, 0.557, -1.272)
C (0.747, 0.163, 1.086)
C (-0.732, -0.599, -1.921)
C (0.715, -1.232, 1.710)
N (1.057, 0.164, -0.342)
C (-0.576, 0.898, 1.261)
O (-1.633, 0.078, 1.313)
O (0.599, 1.327, -2.295)
O (-0.700, 2.106, 1.307)
H (-2.443, 0.594, 1.453)
H (1.191, 1.967, -1.883)
H (1.521, -0.687, -0.633)
H (-0.686, 1.256, -0.716)
H (1.512, 0.771, 1.593)
H (-0.032, -1.224, -2.471)
H (-1.226, -1.202, -1.164)
H (-1.467, -0.212, -2.620)
H (0.487, -1.164, 2.772)
H (-0.040, -1.852, 1.231)
H (1.687, -1.708, 1.591)

Results
HOMO energy: -9.22 eV
total charge: 0
SMILES: C[C@H](O)N[C@H](C)C(=O)O
maximum force: 1.6 eV/Å
E_tot: -477.5950 a.u.
ΔE to the lowest compared entry with this formula, charge and spin: 19.1 kcal per mole

Atom charges from the Mulliken analysis, given in e for atoms 1 to 6: atom 1 (C): 0.422, atom 2 (C): 0.480, atom 3 (C): -1.345, atom 4 (C): -1.337, atom 5 (N): -0.331, atom 6 (C): 0.142

Entry 2:
Formula: C3H3NO2S
Source: the OMol25 dataset
Level of theory: wB97M-V/def2-TZVPD

Geometry (Å):
C (-0.494, 0.040, -0.170)
C (0.141, -1.107, 0.131)
C (0.335, 1.149, -0.116)
H (-2.724, 1.405, 0.525)
H (-0.199, -2.199, 0.583)
H (1.988, -1.230, -0.797)
N (1.487, -0.885, 0.087)
O (1.548, 0.496, -0.216)
O (0.260, 2.314, 0.105)
S (-2.343, 0.016, -0.133)

Results
HOMO energy: -9.17 eV
total charge: 0
SMILES: O=c1o[nH]cc1S
maximum force: 6.9 eV/Å
E_tot: -719.4166 a.u.
ΔE to the lowest compared entry with this formula, charge and spin: 102.7 kcal per mole

Atom charges from the Mulliken analysis, given in e for atoms 1 to 6: atom 1 (C): -0.065, atom 2 (C): -0.170, atom 3 (C): 0.726, atom 4 (H): 0.177, atom 5 (H): 0.310, atom 6 (H): 0.302

Entry 3:
Formula: CH4F2O
Source: the OMol25 dataset
Level of theory: wB97M-V/def2-TZVPD

Geometry (Å):
F (0.000, 0.000, 0.000)
F (-1.345, -1.612, -0.508)
C (-1.143, -0.308, -0.588)
H (-1.952, 0.154, 0.011)
H (-1.248, 0.052, -1.629)
O (-4.258, 2.951, 2.097)
H (-4.760, 3.797, 2.066)
H (-3.318, 3.224, 2.205)

Results
HOMO energy: -11.71 eV
total charge: 0
SMILES: FCF.O
maximum force: 3.2 eV/Å
E_tot: -315.4527 a.u.
ΔE to the lowest compared entry with this formula, charge and spin: 2.2 kcal per mole

Atom charges from the Mulliken analysis, given in e for atoms 1 to 6: atom 1 (F): -0.214, atom 2 (F): -0.226, atom 3 (C): 0.245, atom 4 (H): 0.052, atom 5 (H): 0.143, atom 6 (O): -0.648